No. 1
{"formula": "C5H7NO2", "method": "ωB97M-V with the def2-TZVPD basis set", "species": ["C", "C", "C", "C", "C", "N", "O", "O", "H", "H", "H", "H", "H", "H", "H"], "positions_angstrom": [[-1.375, -1.723, -0.528], [-1.302, 1.279, 0.684], [1.640, 0.551, -0.617], [-0.504, -0.686, -0.695], [0.699, -0.467, 0.148], [-2.319, -2.355, -0.701], [-0.850, 2.334, 0.477], [0.247, 0.111, 1.385], [-2.203, 0.759, 1.055], [2.062, -0.102, -1.439], [2.425, 1.023, -0.014], [0.867, 1.098, -1.074], [-0.934, 0.015, -1.400], [1.192, -1.386, 0.496], [0.354, -0.450, 2.223]], "forces_ev_per_angstrom": [[-0.8, -0.1, -0.4], [0.6, -0.3, -1.5], [-0.1, -3.5, 0.2], [0.5, 2.0, 1.1], [0.9, 0.0, -0.6], [-1.0, -1.4, 0.5], [-0.9, -1.3, 0.5], [0.1, 0.0, 3.2], [0.4, 0.4, 0.3], [-0.1, 1.0, 0.8], [-0.6, 0.1, -0.3], [0.0, 1.9, -0.6], [1.0, 0.1, -0.6], [0.0, 0.0, -0.7], [-0.1, 0.9, -1.9]], "e_tot_ha": -399.77678, "fmax_ev_per_a": 3.51, "homo_lumo_gap_ev": [6.900, 7.905]}

No. 2
{"formula": "C5H7NO2", "method": "ωB97M-V with the def2-TZVPD basis set", "species": ["C", "C", "C", "C", "C", "N", "O", "O", "H", "H", "H", "H", "H", "H", "H"], "positions_angstrom": [[-2.042, -0.503, -0.182], [-0.680, 1.920, -0.377], [1.683, -0.266, -0.077], [-0.740, -0.241, -0.466], [0.370, -0.819, 0.349], [-3.169, -0.561, -0.007], [-0.912, 2.534, 0.600], [0.203, -0.709, 1.748], [-0.485, 2.256, -1.395], [1.817, -0.024, -1.135], [2.484, -0.898, 0.004], [1.957, 0.609, 0.464], [-0.365, -0.273, -1.583], [0.484, -1.956, 0.020], [-0.605, -1.070, 2.035]], "forces_ev_per_angstrom": [[1.5, 0.3, -0.7], [3.0, 1.6, 1.5], [0.1, 1.8, -0.7], [1.6, -3.3, -2.8], [-0.1, -1.9, -0.2], [-2.9, -0.3, 0.7], [-1.2, 0.1, -0.3], [2.0, 0.8, -0.9], [-1.0, 0.5, -1.0], [-0.9, 0.2, -0.2], [1.8, -2.1, 1.0], [0.0, 0.9, 0.5], [-1.4, 0.5, 2.1], [-0.8, 1.7, 0.6], [-1.6, -0.8, 0.3]], "e_tot_ha": -399.72840, "fmax_ev_per_a": 4.62, "homo_lumo_gap_ev": [6.649, 8.492], "spin_multiplicity": 3}

No. 3
{"formula": "C5H7NO2S", "method": "ωB97M-V with the def2-TZVPD basis set", "species": ["C", "C", "C", "C", "C", "N", "O", "O", "S", "H", "H", "H", "H", "H", "H", "H"], "positions_angstrom": [[1.828, -1.049, 0.186], [0.730, -1.732, -0.025], [-1.369, -0.276, 0.069], [2.860, -0.263, 0.226], [-1.613, 2.165, -0.120], [-0.845, 0.956, -0.021], [-0.604, -1.371, 0.198], [0.762, -3.040, -0.372], [-2.987, -0.567, 0.065], [0.162, 1.032, 0.034], [3.211, 0.260, -0.657], [3.442, -0.119, 1.125], [-1.369, 2.835, 0.707], [-1.410, 2.667, -1.068], [-2.667, 1.898, -0.065], [-0.133, -3.394, -0.282]], "forces_ev_per_angstrom": [[-2.2, -1.5, -0.7], [-0.3, -0.6, 0.1], [-1.1, 1.3, 0.0], [3.1, 2.8, 0.5], [-0.3, 0.4, 0.0], [1.3, -1.4, 0.1], [0.6, -1.4, -0.2], [-0.4, 0.9, 0.5], [-0.4, -0.2, 0.0], [0.1, 0.0, 0.0], [-0.1, -0.1, 0.0], [0.1, -0.1, 0.0], [0.0, 0.0, -0.1], [0.0, 0.0, 0.0], [0.1, 0.1, 0.0], [-0.4, -0.3, -0.2]], "e_tot_ha": -797.91366, "fmax_ev_per_a": 4.21, "homo_lumo_gap_ev": [5.734, 6.063], "spin_multiplicity": 3}

No. 4
{"formula": "C5H7NO3", "method": "ωB97M-V with the def2-TZVPD basis set", "species": ["C", "C", "C", "C", "C", "N", "O", "O", "O", "H", "H", "H", "H", "H", "H", "H"], "positions_angstrom": [[-0.194, 0.832, -0.431], [-1.367, 1.430, -0.849], [0.601, 0.605, 0.781], [0.026, -1.829, 0.212], [0.927, -0.957, 0.959], [-0.167, 0.069, -1.563], [-1.413, 0.696, -2.011], [-2.161, 2.445, -0.558], [2.280, -1.205, 0.706], [1.578, 1.086, 0.723], [0.063, 0.995, 1.645], [0.408, -2.495, -0.535], [-1.025, -1.824, 0.420], [0.804, -1.131, 2.037], [-2.770, 2.603, -1.293], [2.410, -1.319, -0.243]], "forces_ev_per_angstrom": [[-0.1, -0.4, -0.2], [0.3, -0.2, -0.5], [0.3, -0.5, -0.1], [-0.1, -0.2, -0.1], [-0.4, 1.0, 0.8], [0.4, 0.2, 0.8], [-0.9, 0.7, -0.3], [0.1, -0.3, -0.1], [0.6, -0.2, -0.3], [0.0, 0.1, 0.1], [0.1, 0.0, 0.0], [0.1, -0.3, -0.1], [-0.3, 0.0, 0.0], [0.0, -0.1, -0.1], [0.0, -0.1, 0.0], [0.0, 0.1, 0.0]], "e_tot_ha": -474.97921, "fmax_ev_per_a": 1.29, "homo_lumo_gap_ev": [8.466, 7.726]}

No. 5
{"formula": "C5H7NO3S", "method": "ωB97M-V with the def2-TZVPD basis set", "species": ["C", "C", "C", "C", "C", "N", "O", "O", "O", "S", "H", "H", "H", "H", "H", "H", "H"], "positions_angstrom": [[-0.634, 0.263, 0.866], [0.250, -1.934, 0.165], [0.473, 1.256, 0.737], [0.583, 1.388, -0.788], [-0.541, -0.662, -0.298], [0.274, 0.044, -1.289], [1.473, -1.959, -0.336], [-0.202, -2.750, 0.907], [-2.826, -0.718, 1.709], [-1.825, 0.305, 1.997], [0.259, 2.200, 1.232], [1.402, 0.848, 1.148], [-0.136, 2.136, -1.146], [1.581, 1.680, -1.120], [-1.529, -0.988, -0.639], [-0.148, 0.064, -2.209], [1.548, -1.173, -0.938]], "forces_ev_per_angstrom": [[-0.8, 0.4, 1.0], [-0.4, 0.5, -0.2], [0.2, 0.2, 0.0], [0.1, 0.4, 0.0], [0.0, -0.8, 0.2], [-0.2, 0.3, -0.2], [0.6, -0.2, -0.1], [0.0, -0.2, 0.1], [-0.7, -0.4, 0.2], [1.4, 0.0, -1.4], [0.1, 0.1, 0.0], [0.0, 0.0, 0.0], [0.1, -0.1, 0.0], [-0.1, 0.1, 0.1], [0.1, 0.0, 0.0], [0.0, 0.0, 0.1], [-0.3, -0.3, 0.2]], "e_tot_ha": -873.36279, "fmax_ev_per_a": 1.96, "homo_lumo_gap_ev": [8.916, 8.916]}

No. 6
{"formula": "C5H7NO4", "method": "ωB97M-V with the def2-TZVPD basis set", "species": ["N", "C", "C", "O", "C", "O", "C", "O", "H", "H", "H", "H", "H", "C", "O", "H", "H"], "positions_angstrom": [[1.777, 3.288, 0.565], [1.272, 2.433, -0.025], [0.721, 1.327, -0.868], [-0.167, 1.829, -1.817], [0.616, -0.137, 0.187], [1.302, -1.039, -0.607], [-0.840, 0.264, -0.010], [-1.589, -0.662, -0.441], [1.573, 1.023, -1.501], [-1.019, 2.058, -1.404], [0.994, 0.102, 1.192], [2.025, -1.451, -0.126], [-1.230, 0.925, 0.788], [-1.409, -2.415, 0.928], [-0.232, -2.159, 1.332], [-2.249, -2.138, 1.592], [-1.544, -3.248, 0.215]], "forces_ev_per_angstrom": [[-0.5, -0.6, -0.2], [0.1, 0.2, 0.0], [3.4, 1.5, 0.3], [-1.4, -0.3, 0.3], [-0.9, 3.4, -2.2], [-1.1, 0.0, 0.4], [-0.4, -8.3, 2.7], [0.3, 3.8, -0.8], [-0.3, -0.2, 0.5], [0.3, 0.1, -0.4], [0.1, 0.1, -0.7], [-0.2, 0.0, 0.3], [0.3, 1.0, -1.1], [4.1, -0.9, 2.8], [-3.6, -0.9, -1.0], [0.0, 0.4, -0.8], [-0.2, 0.7, -0.3]], "e_tot_ha": -550.24083, "fmax_ev_per_a": 8.76, "smiles": "N#C[C@H](O)[C@H](O)C=O.C=O", "homo_lumo_gap_ev": 9.024}